1.
102
Properties=species:S:1:pos:R:3:forces:R:3:lowdin_charge:R:1 method="wB97M-V/def2-TZVPD" largest_force_ha_per_bohr=0.0141 total_energy_ha=-5486.699197 charge=-1
Al 0.2149 -0.2163 0.0358 0.02 0.10 -0.24 -0.36
O 3.9882 0.3746 1.0249 0.06 -0.03 0.06 0.06
C 3.0237 0.5160 0.2974 -0.22 0.04 -0.20 -0.52
O 1.9103 -0.1268 0.4790 0.19 -0.20 0.40 -0.04
C 3.0907 1.4427 -0.8954 -0.01 -0.01 0.03 -0.12
C 4.3286 2.0618 -1.0874 0.02 0.01 -0.02 -0.04
C 4.5653 2.9275 -2.1348 0.01 -0.01 0.02 -0.10
C 3.5320 3.1913 -3.0262 0.01 0.01 -0.01 -0.10
C 2.3024 2.5937 -2.8514 0.01 -0.01 0.00 -0.15
C 2.0423 1.7089 -1.7922 0.01 0.03 -0.01 -0.52
S 0.3766 1.1042 -1.7947 -0.13 -0.12 0.06 0.82
H 5.1038 1.8274 -0.3711 0.00 0.00 0.01 0.11
H 5.5361 3.3903 -2.2574 0.01 0.00 0.00 0.09
H 3.6846 3.8667 -3.8592 0.00 0.01 -0.02 0.09
H 1.4968 2.8035 -3.5428 -0.02 0.01 -0.02 0.09
C -4.5486 -0.7836 -1.3249 -0.01 0.02 -0.07 -0.02
C -3.1643 -0.3240 -1.7679 -0.01 0.04 0.00 -0.61
C -3.2476 0.9834 -2.5454 -0.03 -0.02 -0.06 -0.03
C -2.4922 -1.4044 -2.6014 -0.04 0.07 -0.07 -0.02
O -2.3289 -0.1270 -0.6047 0.05 0.01 0.14 -0.20
Si -2.6822 0.6491 0.8080 0.13 -0.02 -0.01 -0.08
S -0.8562 0.6353 1.8303 -0.10 -0.08 -0.02 0.60
O -3.2308 2.1257 0.3624 0.04 -0.02 -0.12 -0.14
C -3.8532 3.1652 1.1091 -0.01 0.00 0.07 -0.65
C -3.5953 4.4481 0.3278 -0.01 -0.03 0.04 -0.03
C -3.2411 3.2607 2.5024 -0.03 0.04 -0.02 -0.04
C -5.3481 2.8722 1.1921 0.01 0.04 0.02 -0.02
O -3.9369 -0.0061 1.6273 -0.03 0.25 0.01 -0.15
C -4.1000 -1.0225 2.6157 0.01 -0.12 -0.03 -0.65
C -3.2673 -2.2418 2.2544 -0.05 -0.04 0.02 -0.03
C -5.5861 -1.3606 2.5997 0.03 -0.04 0.01 -0.03
C -3.6981 -0.4646 3.9747 -0.05 -0.06 0.03 -0.04
H -5.1575 -1.0104 -2.2026 0.00 0.00 -0.01 0.09
H -5.0527 -0.0118 -0.7417 -0.01 0.01 0.00 0.08
H -4.4651 -1.6818 -0.7135 -0.01 -0.03 0.01 0.08
H -3.8723 0.8375 -3.4291 -0.01 0.01 -0.04 0.09
H -2.2538 1.2973 -2.8637 0.01 0.00 0.00 0.06
H -3.6774 1.7719 -1.9297 0.00 -0.03 -0.02 0.07
H -3.0280 -1.5256 -3.5457 0.00 0.00 0.00 0.09
H -2.4936 -2.3505 -2.0672 -0.01 -0.04 0.03 0.07
H -1.4624 -1.1210 -2.8236 0.03 0.03 -0.01 0.07
H -2.5237 4.6339 0.2619 0.03 0.00 0.00 0.09
H -4.0752 5.2991 0.8140 -0.01 0.02 0.01 0.08
H -3.9884 4.3524 -0.6845 -0.02 -0.01 -0.02 0.08
H -2.1585 3.3569 2.4305 0.03 0.02 0.00 0.08
H -3.4672 2.3672 3.0864 0.00 -0.01 0.01 0.07
H -3.6399 4.1289 3.0290 -0.03 0.02 0.04 0.09
H -5.7772 2.8372 0.1896 -0.01 0.00 -0.03 0.09
H -5.8606 3.6471 1.7649 -0.02 0.04 0.01 0.08
H -5.5103 1.9082 1.6721 0.00 -0.01 0.01 0.07
H -3.5091 -2.5951 1.2526 0.02 -0.02 0.00 0.07
H -3.4508 -3.0489 2.9655 -0.01 -0.04 0.03 0.09
H -2.2056 -2.0066 2.2734 0.11 0.02 -0.01 0.07
H -5.8774 -1.7077 1.6082 -0.01 -0.02 -0.02 0.08
H -6.1784 -0.4779 2.8461 -0.01 0.02 0.00 0.08
H -5.8069 -2.1453 3.3249 -0.01 -0.01 0.02 0.08
H -2.6624 -0.1323 3.9547 0.08 0.02 0.00 0.06
H -3.7977 -1.2388 4.7376 -0.01 0.00 0.04 0.09
H -4.3403 0.3752 4.2494 0.01 0.02 -0.02 0.08
O -1.5582 -3.4745 -0.2446 -0.07 -0.11 -0.06 0.05
C -0.4440 -3.0992 -0.5553 0.38 -0.12 0.60 -0.57
O 0.0473 -1.9314 -0.2647 0.16 -0.09 -0.21 0.01
C 0.5238 -4.0163 -1.3031 0.02 -0.03 0.07 -0.14
C 1.9054 -4.2749 -0.6616 -0.36 0.25 0.18 -0.24
Ge 1.9802 -5.1387 1.1118 -0.06 0.04 -0.19 1.03
C 3.8351 -5.7095 1.4123 -0.04 -0.01 -0.02 -0.27
C 4.2074 -6.1512 2.6828 -0.03 0.01 0.01 -0.11
C 5.5102 -6.5380 2.9557 0.02 0.00 0.00 -0.09
C 6.4737 -6.4791 1.9575 0.01 -0.01 0.01 -0.10
C 6.1250 -6.0334 0.6927 0.01 -0.01 -0.01 -0.10
C 4.8153 -5.6539 0.4256 -0.01 -0.02 -0.04 -0.10
C 0.8203 -6.7119 1.2440 0.03 0.01 -0.01 -0.26
C 1.3587 -7.9829 1.4401 -0.01 0.00 -0.01 -0.11
C 0.5373 -9.0946 1.5770 0.01 -0.01 -0.01 -0.10
C -0.8402 -8.9492 1.5180 -0.01 -0.01 0.00 -0.10
C -1.3914 -7.6914 1.3173 -0.02 0.02 -0.01 -0.09
C -0.5697 -6.5806 1.1820 0.05 -0.02 -0.05 -0.10
C 1.5789 -3.9375 2.5860 -0.06 -0.01 -0.09 -0.27
C 2.2363 -2.7112 2.6475 -0.01 0.04 -0.07 -0.09
C 2.0286 -1.8507 3.7108 -0.03 0.10 0.03 -0.07
C 1.1673 -2.2134 4.7367 0.01 0.10 0.00 -0.09
C 0.5119 -3.4320 4.6908 -0.11 -0.07 0.01 -0.10
C 0.7122 -4.2885 3.6159 -0.01 -0.05 0.04 -0.11
H 0.6851 -3.5199 -2.2651 0.01 -0.13 -0.10 0.12
H 0.0063 -4.9610 -1.4742 -0.02 0.05 -0.06 0.11
H 2.4401 -3.3276 -0.5633 0.06 0.02 -0.03 0.07
H 2.4803 -4.9140 -1.3370 -0.01 0.07 -0.02 0.06
H 3.4677 -6.1802 3.4762 -0.01 0.00 0.02 0.10
H 5.7780 -6.8751 3.9491 0.00 -0.01 0.02 0.10
H 7.4946 -6.7714 2.1687 0.01 0.00 0.00 0.10
H 6.8736 -5.9737 -0.0870 0.01 0.00 -0.02 0.10
H 4.5656 -5.3015 -0.5679 0.00 0.01 -0.01 0.09
H 2.4342 -8.1089 1.4880 0.02 0.00 0.01 0.09
H 0.9741 -10.0737 1.7302 0.01 -0.01 0.00 0.10
H -1.4830 -9.8140 1.6268 -0.01 0.00 0.00 0.09
H -2.4662 -7.5716 1.2644 -0.01 0.01 0.00 0.10
H -1.0193 -5.6087 1.0128 -0.03 0.06 0.00 0.09
H 2.9023 -2.3983 1.8534 0.04 0.05 -0.05 0.10
H 2.5235 -0.8896 3.7183 0.04 0.05 -0.01 0.11
H 0.9926 -1.5343 5.5615 0.01 0.01 0.02 0.10
H -0.1698 -3.7123 5.4846 -0.01 -0.01 0.01 0.09
H 0.1841 -5.2350 3.5812 0.00 -0.01 0.01 0.09



2.
102
Properties=species:S:1:pos:R:3:forces:R:3:lowdin_charge:R:1 method="wB97M-V/def2-TZVPD" largest_force_ha_per_bohr=0.0442 total_energy_ha=-3429.386038 charge=-2
K -1.5147 0.6935 2.4311 0.36 -0.59 -0.54 0.82
C 2.2103 -1.5907 0.4556 0.00 -0.01 0.05 -0.05
C 2.6337 -1.8604 1.8696 -0.15 -0.07 0.04 -0.21
C 3.9688 -1.8566 2.2421 0.07 -0.07 0.00 -0.10
C 4.3458 -2.0536 3.5652 0.01 0.02 -0.03 -0.14
C 3.3586 -2.2802 4.5186 0.10 -0.01 0.02 -0.09
C 2.0152 -2.3191 4.1731 -0.13 -0.01 -0.05 -0.21
C 0.9430 -2.5710 5.1949 0.03 0.01 -0.06 -0.04
C 1.6283 -2.0983 2.8340 0.39 -0.21 0.03 -0.22
N 0.3074 -1.9940 2.4725 -0.38 0.60 -0.13 0.12
C -0.5159 -3.0102 2.3685 0.48 -0.07 0.12 -0.53
O -0.2834 -4.2320 2.5263 -0.12 0.04 0.05 -0.05
C -1.9387 -2.6040 2.0272 -0.15 -0.29 0.00 -0.20
C -2.9797 -3.4324 2.4349 0.01 -0.01 -0.04 -0.02
C -4.2807 -3.0698 2.1259 0.05 0.10 -0.04 -0.07
C -4.4980 -1.9092 1.4012 -0.05 -0.07 0.00 -0.02
C -3.4007 -1.1399 1.0290 -0.23 -0.25 -0.30 -0.23
N -2.1506 -1.4791 1.3427 -0.23 -0.50 -0.33 0.06
C -3.6026 0.1169 0.1981 -0.34 0.25 -0.16 -0.54
O -3.9271 -0.0183 -1.0015 0.08 -0.13 0.04 -0.03
N -3.4574 1.2106 0.9163 -0.24 0.01 -0.05 0.01
C -3.5019 2.4900 0.3833 -0.04 0.26 -0.26 -0.21
C -4.3949 3.4206 0.9533 -0.03 -0.09 0.05 -0.22
C -5.2838 2.9803 2.0841 0.04 -0.03 -0.07 -0.05
C -4.4143 4.7341 0.5080 0.02 0.05 -0.07 -0.09
C -3.5529 5.1637 -0.4916 0.00 0.01 0.02 -0.13
C -2.6445 4.2623 -1.0246 -0.02 0.07 -0.02 -0.08
C -2.5955 2.9407 -0.5994 -0.01 -0.06 0.02 -0.19
C -1.5319 2.0202 -1.1252 -0.15 0.00 0.08 -0.07
H 3.0729 -1.4994 -0.2091 0.01 0.02 0.01 0.07
H 1.6203 -0.6709 0.4079 -0.01 -0.03 -0.04 0.06
H 1.5623 -2.3943 0.0995 -0.02 0.01 -0.06 0.06
H 4.7253 -1.6862 1.4813 -0.01 0.03 0.01 0.10
H 5.3931 -2.0419 3.8469 -0.01 -0.02 0.01 0.08
H 3.6468 -2.4524 5.5518 -0.05 0.01 0.01 0.09
H 1.3738 -2.8788 6.1497 0.01 0.03 0.01 0.07
H 0.2699 -3.3527 4.8385 0.00 -0.01 0.04 0.07
H 0.3466 -1.6673 5.3511 -0.03 -0.03 0.01 0.08
H -2.7354 -4.3390 2.9700 0.02 0.00 -0.01 0.10
H -5.1162 -3.6852 2.4410 0.00 -0.01 0.00 0.09
H -5.4931 -1.5939 1.1144 0.01 0.01 -0.01 0.11
H -4.6964 2.9003 3.0034 -0.04 -0.04 0.02 0.08
H -5.7012 1.9933 1.8859 -0.03 0.01 0.02 0.07
H -6.0963 3.6915 2.2461 0.02 0.03 0.02 0.06
H -5.1098 5.4378 0.9555 -0.02 -0.04 0.02 0.09
H -3.5750 6.1911 -0.8364 0.00 0.00 0.01 0.08
H -1.9413 4.5946 -1.7825 0.01 -0.03 0.00 0.10
H -1.0403 2.4589 -1.9960 0.08 0.02 0.03 0.06
H -1.9569 1.0592 -1.4116 -0.01 0.00 -0.04 0.02
H -0.7709 1.8319 -0.3603 0.06 -0.02 -0.07 0.07
N 3.2945 1.1733 2.7326 0.07 0.11 0.00 0.14
C 1.9596 1.4031 2.5817 0.04 -0.04 0.10 -0.14
N 1.6588 1.9305 1.4318 -0.38 0.12 -0.26 0.13
C 2.8539 2.0553 0.7557 0.29 -0.23 0.27 -0.23
C 3.1218 2.5559 -0.5150 0.01 -0.07 0.04 -0.03
C 4.4384 2.5656 -0.9402 0.00 0.05 -0.09 -0.13
C 5.4737 2.0817 -0.1301 0.02 -0.01 0.03 -0.12
C 5.2247 1.5705 1.1326 0.04 -0.09 0.07 -0.04
C 3.9046 1.5640 1.5642 -0.14 0.18 -0.22 -0.20
H 3.7145 0.6623 3.4906 -0.04 -0.12 -0.03 0.14
H 1.2323 1.2149 3.3601 0.01 0.06 0.08 0.11
H 2.3103 2.9047 -1.1413 0.02 0.04 0.00 0.11
H 4.6815 2.9490 -1.9244 -0.02 -0.01 0.00 0.09
H 6.4911 2.1075 -0.5019 0.00 -0.02 0.00 0.09
H 6.0239 1.1824 1.7529 0.00 0.02 -0.01 0.10
O -1.3688 3.2053 3.6607 -0.41 -0.03 -0.10 -0.31
O -0.6541 2.0026 4.0222 1.08 1.21 1.59 -0.51
C -2.1285 -0.2013 -4.5519 0.07 -0.04 0.01 -0.15
C -0.6040 -0.2036 -4.6157 0.12 0.02 0.27 -0.59
C -0.0738 1.1714 -5.0114 -0.01 -0.11 0.02 -0.17
Sb 0.2405 -0.8224 -2.6658 0.10 -0.46 -0.54 1.54
C -0.6875 -2.8159 -2.8194 0.12 0.17 0.10 -0.58
C -1.9364 -2.8307 -1.9410 -0.04 0.02 -0.10 -0.16
C 0.2523 -3.9527 -2.4333 0.00 0.07 -0.06 -0.16
C 2.2394 -1.4271 -3.4361 -0.30 0.21 0.10 -0.58
C 3.2073 -0.2543 -3.2956 -0.06 -0.09 0.03 -0.18
C 2.2357 -1.9877 -4.8529 -0.01 0.02 0.12 -0.17
H -2.5495 0.1156 -5.5143 -0.02 0.02 0.02 0.07
H -2.4970 0.4809 -3.7817 -0.04 -0.02 0.00 0.07
H -2.5252 -1.1933 -4.3283 -0.03 0.03 0.01 0.06
H -0.2798 -0.9470 -5.3508 0.04 -0.01 0.06 0.07
H -0.4301 1.9283 -4.3086 0.04 0.03 -0.01 0.06
H -0.4250 1.4546 -6.0111 0.00 0.03 0.01 0.07
H 1.0184 1.2024 -5.0151 -0.01 0.04 -0.04 0.04
H -0.9742 -2.9286 -3.8710 0.04 0.07 -0.02 0.07
H -1.6516 -2.8341 -0.8881 -0.03 0.02 0.05 0.06
H -2.5332 -3.7310 -2.1303 0.02 -0.02 0.03 0.08
H -2.5806 -1.9613 -2.0921 -0.03 -0.02 0.05 0.04
H 0.5508 -3.8670 -1.3865 0.02 -0.04 0.02 0.06
H 1.1564 -3.9760 -3.0459 -0.02 -0.03 0.03 0.05
H -0.2554 -4.9172 -2.5471 0.00 -0.01 0.03 0.07
H 2.5541 -2.2111 -2.7412 -0.07 0.00 0.03 0.06
H 2.9200 0.5736 -3.9505 0.04 0.01 0.01 0.05
H 4.2279 -0.5506 -3.5668 0.01 0.03 0.01 0.07
H 3.2235 0.1281 -2.2733 0.06 0.02 -0.02 0.04
H 2.0797 -1.1869 -5.5809 -0.05 -0.04 -0.03 0.06
H 1.4501 -2.7340 -4.9924 0.02 0.00 -0.06 0.05
H 3.1971 -2.4616 -5.0866 0.00 0.02 -0.03 0.07
Cl 0.4243 5.2561 3.8010 0.14 0.07 0.10 0.33
C -0.6672 3.9936 2.8571 0.00 0.06 -0.17 -0.59
H 0.0696 3.4954 2.2323 -0.03 -0.11 0.07 0.04
H -1.3292 4.6561 2.3026 -0.05 -0.02 0.07 0.07



HOMO energy list, top to bottom, in Eh: -0.191 -0.092